{
  "formula": "C12H10N6",
  "method": "ωB97M-V with the def2-TZVPD basis set",
  "e_above_lowest_ev": 0.000,
  "smiles": "c1ccc(C2=NN[C@H](c3ccccn3)N=N2)nc1",
  "species": ["N", "N", "N", "N", "N", "N", "C", "C", "C", "C", "C", "C", "C", "C", "C", "C", "C", "C", "H", "H", "H", "H", "H", "H", "H", "H", "H", "H"],
  "positions_angstrom": [[-1.36369, -0.14645, 0.60727], [-2.21469, 1.86950, -2.43115], [1.82108, -0.25848, 3.21292], [0.71969, 1.75472, 0.39388], [-0.43675, -0.03136, 1.49518], [-0.36574, 1.79757, -0.44053], [0.65988, 0.79688, 1.31075], [-3.34661, -0.05601, -1.56855], [-4.40818, 1.34132, -3.19836], [-2.22564, 0.78214, -1.62314], [-1.06672, 0.51957, -0.68308], [4.03218, 1.41748, 2.96821], [-4.45424, 0.22660, -2.39003], [2.93826, 1.52927, 2.10603], [1.84053, 0.67485, 2.25390], [3.95912, 0.46420, 4.00180], [2.82732, -0.34655, 4.08074], [-3.26415, 2.13667, -3.21122], [-0.38778, -0.14171, -1.20217], [2.77510, -1.09043, 4.85742], [-5.30437, 1.56353, -3.75577], [-3.35279, -0.88882, -0.88396], [-3.26196, 3.01402, -3.84404], [2.96966, 2.24110, 1.31168], [-5.34595, -0.42132, -2.31781], [-0.37399, 2.43722, -1.24635], [4.81531, 0.37331, 4.71437], [4.93601, 2.05042, 2.82413]],
  "atomic_forces_ev_per_a": [[1.71, 0.90, 1.58], [0.64, -0.35, 0.35], [-0.59, 0.03, -0.12], [-1.77, -0.86, 0.11], [-2.49, -0.37, -1.37], [0.29, -0.97, 0.65], [1.34, 0.92, -1.48], [-0.03, 0.37, -0.59], [-0.29, -0.21, 0.03], [-1.95, 0.22, -0.04], [1.31, 1.65, -0.41], [-0.21, -0.33, 0.17], [0.55, -0.67, 1.06], [0.58, -0.25, 0.40], [0.09, -0.04, 0.28], [0.90, 0.55, 0.00], [0.59, 0.76, -0.65], [-0.36, -0.80, 0.59], [0.52, -0.63, -0.30], [-0.26, -0.25, 0.08], [0.15, 0.35, -0.35], [-0.02, -0.10, 0.06], [0.41, 0.11, 0.08], [-0.12, 0.33, -0.38], [0.56, 0.51, -0.19], [0.29, -0.28, 0.86], [-0.99, -0.07, -0.63], [-0.87, -0.53, 0.19]],
  "mulliken_charge": [-0.239, -0.396, -0.464, -0.618, -0.323, -0.089, -0.539, -0.300, -0.382, 0.099, 0.386, -0.423, -0.417, -0.261, 1.036, -0.309, -0.160, -0.244, 0.286, 0.394, 0.347, 0.434, 0.386, 0.445, 0.362, 0.342, 0.301, 0.347]
}

---

{
  "formula": "C7H20N2O3Si",
  "method": "ωB97M-V with the def2-TZVPD basis set",
  "e_above_lowest_ev": 0.709,
  "species": ["Si", "O", "O", "O", "N", "N", "C", "C", "C", "C", "C", "C", "C", "H", "H", "H", "H", "H", "H", "H", "H", "H", "H", "H", "H", "H", "H", "H", "H", "H", "H", "H", "H"],
  "positions_angstrom": [[-0.61635, -1.74131, -0.10651], [-0.73279, -1.35838, -1.71263], [-0.65922, -3.37811, 0.06206], [-1.72809, -1.00997, 0.86571], [1.20052, 4.90552, 0.61659], [1.16217, 1.15363, 0.37756], [1.08156, -1.32170, 0.49046], [1.18721, 0.01905, 1.28678], [1.14946, 2.49052, 0.99703], [-1.96163, -3.83218, -0.03174], [1.15480, 3.60661, -0.00216], [-0.01120, -2.12461, -2.61592], [-2.41203, 0.08021, 0.32501], [1.37339, -2.17778, 1.11859], [-3.17375, 0.43335, 1.07579], [1.75218, -1.33745, -0.34104], [-2.56101, -3.48350, 0.82643], [0.92837, -1.62946, -2.86089], [-1.98716, -4.93136, 0.00477], [1.86051, 1.04886, -0.36004], [2.08473, 0.04012, 1.90395], [2.04827, 2.57455, 1.59129], [0.29876, 2.51807, 1.67553], [-1.70516, 0.91430, 0.15028], [1.99896, 4.89326, 1.26733], [-0.63107, -2.22083, -3.50062], [2.03707, 3.45414, -0.64113], [0.24966, 3.50065, -0.61675], [0.32438, 0.12676, 1.98827], [-2.39570, -3.51547, -0.97561], [0.19413, -3.08025, -2.18695], [1.40471, 5.61973, -0.06349], [-2.91566, -0.23694, -0.60797]],
  "atomic_forces_ev_per_a": [[1.57, 0.50, 0.33], [-1.34, 0.81, 1.57], [0.65, 0.68, 0.28], [0.57, -1.13, -0.50], [0.50, 0.14, 1.19], [-0.67, 0.29, -0.79], [-0.36, 0.43, 1.43], [-0.49, -0.17, -0.13], [0.39, -1.45, 0.17], [-1.34, -1.43, 0.45], [-0.28, -0.58, -1.13], [0.13, 0.28, -0.70], [-1.15, 1.26, 0.25], [0.05, 0.33, 0.04], [0.63, -0.39, -0.79], [0.70, 0.17, -0.64], [-0.02, 0.00, -0.43], [0.10, 0.00, -0.18], [0.12, 0.25, -0.13], [-0.16, 0.23, 0.42], [0.32, -0.18, 0.22], [0.49, 0.33, 0.71], [-0.15, 0.23, -0.01], [-0.42, -0.26, -0.20], [-0.52, 0.28, -0.30], [0.18, -0.22, -0.35], [-0.16, -0.19, -0.26], [0.25, 0.19, -0.03], [0.54, -0.17, -0.50], [-0.49, 0.02, -0.17], [0.29, -0.96, -0.04], [-0.04, 0.15, -0.16], [0.10, 0.57, 0.35]],
  "mulliken_charge": [0.696, -0.290, -0.468, -0.310, -0.614, -0.096, -0.845, -0.836, -0.770, -0.710, -0.409, -0.799, -0.446, 0.384, 0.227, 0.365, 0.270, 0.245, 0.260, 0.211, 0.529, 0.448, 0.290, 0.099, 0.231, 0.249, 0.280, 0.279, 0.334, 0.288, 0.402, 0.241, 0.266]
}

---

{
  "formula": "C23H40Br6F3GaNO4S",
  "method": "ωB97M-V with the def2-TZVPD basis set",
  "total_charge": -1,
  "species": ["Br", "Br", "Br", "Br", "Br", "Br", "Ga", "S", "F", "F", "F", "O", "O", "O", "O", "N", "C", "C", "C", "C", "C", "C", "C", "C", "C", "C", "C", "C", "C", "C", "C", "C", "C", "C", "C", "C", "C", "C", "C", "H", "H", "H", "H", "H", "H", "H", "H", "H", "H", "H", "H", "H", "H", "H", "H", "H", "H", "H", "H", "H", "H", "H", "H", "H", "H", "H", "H", "H", "H", "H", "H", "H", "H", "H", "H", "H", "H", "H", "H"],
  "positions_angstrom": [[-5.77223, -1.12723, 1.64766], [0.04368, -6.50583, -2.95502], [-6.51073, -1.22249, -5.10364], [-4.65018, -0.35168, -2.01969], [-5.40217, 2.48731, 2.33436], [2.92359, -4.32897, -2.17637], [1.35959, -1.90675, 1.04757], [1.92130, -1.57592, 3.31793], [3.17704, 0.71078, 2.88693], [2.88531, 0.28150, 4.96019], [1.18005, 0.94739, 3.78294], [3.20460, -2.25163, 3.51724], [-1.22171, -0.48765, 1.35932], [3.02364, 4.79653, 1.51579], [0.95666, -2.09435, 4.27926], [0.92405, -3.75814, 0.81285], [2.29228, 0.21220, 3.76522], [-1.99293, 0.57479, 0.96869], [-3.51097, 1.69715, -0.60163], [3.68249, 2.86865, 0.14964], [-1.97808, 1.72397, 1.76545], [-6.97403, 1.33381, 2.47046], [-6.62384, -0.02901, 3.00407], [3.18525, 0.14958, -2.11683], [2.65352, -6.21906, -1.80129], [-0.17590, -0.74854, 0.38058], [1.94580, -6.91666, -2.93247], [5.23962, 1.14440, -0.90449], [-7.17107, -0.82343, -3.31713], [-3.48059, 2.82912, 0.20570], [-2.71540, 2.80415, 1.37345], [-6.37387, 0.27348, -2.66175], [2.99378, -1.37763, -0.05142], [2.63887, -1.15906, -1.54630], [3.28937, 4.35870, 0.19509], [1.84606, 4.20200, 2.02191], [4.73701, 0.25616, -2.04602], [4.69791, 2.59287, -0.96718], [-2.74349, 0.54601, -0.19752], [-7.52604, -0.56925, 3.28432], [2.70484, 1.03147, -1.68975], [-7.42419, 1.29790, 1.48327], [-1.37588, 1.69380, 2.66578], [3.30943, -0.41617, 0.36554], [4.19303, 2.66592, 1.09443], [1.02442, 4.21940, 1.29510], [-7.64804, 1.84437, 3.15686], [-8.20500, -0.51345, -3.45886], [4.26855, 2.80396, -1.95323], [6.33155, 1.19181, -0.99573], [1.55513, -1.16604, -1.71406], [-4.02010, 3.72673, -0.06555], [0.11564, -3.78238, 0.19949], [-2.67998, 3.70110, 1.99034], [-6.88937, 0.63403, -1.77177], [3.65216, -6.63138, -1.66942], [5.11961, 0.60330, -3.00929], [0.23235, 0.21514, 0.04238], [2.93781, 0.16223, -3.18753], [2.01848, 3.18294, 2.38139], [2.41067, 4.54624, -0.43998], [3.04472, -2.01187, -2.11083], [-5.94777, 0.01132, 3.85246], [2.11173, -6.27705, -0.86096], [-6.17821, 1.10839, -3.32892], [-0.58837, -1.22180, -0.52087], [-2.72917, -0.33478, -0.81531], [1.51722, 4.79052, 2.88163], [2.77221, 2.27946, 0.03674], [1.70352, -4.15375, 0.30258], [3.82453, -2.07371, 0.08233], [2.00306, -7.99645, -2.80932], [-7.14513, -1.75182, -2.75633], [2.33790, -6.64213, -3.90647], [-4.09707, 1.72333, -1.53109], [5.03007, 0.72927, 0.08061], [4.10718, 4.95713, -0.21408], [5.53486, 3.28733, -0.84232], [5.08936, -0.77163, -1.90716]],
  "atomic_forces_ev_per_a": [[0.05, 0.04, -0.01], [0.03, 0.04, -0.07], [0.01, -0.05, 0.04], [-1.70, -1.94, -1.62], [-1.04, -0.53, 0.41], [-0.07, -0.55, -0.01], [-0.04, -0.09, -1.49], [0.35, -2.10, 1.10], [-0.38, 0.33, -0.31], [-0.30, 0.08, 0.20], [0.08, 0.35, -0.15], [0.54, 0.80, -0.62], [0.01, 0.32, -0.55], [-0.21, 0.20, -0.32], [-0.72, 1.11, -0.09], [0.04, 0.38, 0.39], [0.49, -0.80, 0.35], [-0.03, -0.07, -0.02], [1.21, 0.38, 0.99], [0.31, 1.03, -0.42], [0.11, -0.80, -0.15], [0.05, 0.50, 0.40], [-0.08, -0.23, -0.17], [0.61, -0.34, -1.04], [0.25, 0.18, -0.10], [0.36, -0.08, 0.35], [-0.18, -0.17, 0.11], [0.52, 0.42, -0.67], [-0.16, 0.14, -0.20], [0.86, -0.59, -0.51], [0.20, 1.28, 0.05], [0.20, -0.18, 0.21], [-0.53, 0.36, 0.33], [0.13, 0.08, 0.62], [0.09, -0.49, -0.10], [-0.15, 0.16, 0.55], [-0.92, -0.35, 0.64], [-0.11, -0.37, 0.25], [-0.66, 1.80, -0.18], [-0.02, 0.05, 0.03], [-0.05, -0.13, 0.17], [0.03, -0.07, 0.00], [-0.06, 0.16, -0.01], [0.11, -0.09, 0.04], [-0.30, -0.26, 0.08], [0.13, -0.12, -0.11], [-0.06, -0.09, -0.01], [0.02, 0.02, 0.02], [-0.02, -0.05, 0.03], [-0.03, -0.06, 0.14], [0.03, -0.11, -0.02], [-0.03, -0.04, -0.03], [0.02, -0.20, 0.00], [-0.05, -0.07, -0.04], [-0.04, -0.03, -0.02], [-0.03, -0.06, -0.02], [0.09, 0.16, 0.13], [-0.04, 0.01, 0.09], [-0.21, 0.11, 0.10], [-0.04, -0.04, -0.24], [0.01, -0.01, 0.03], [-0.10, 0.68, -0.10], [0.02, 0.06, -0.02], [-0.05, -0.02, -0.04], [-0.07, -0.04, -0.05], [-0.15, -0.03, 0.12], [0.39, -0.14, 0.20], [0.13, 0.03, -0.03], [0.21, -0.34, 0.23], [-0.08, -0.13, -0.05], [-0.01, 0.04, -0.02], [0.02, 0.01, 0.03], [0.06, 0.03, 0.04], [0.03, 0.04, 0.03], [0.80, 0.35, 0.94], [-0.08, -0.17, -0.11], [0.02, 0.13, 0.31], [-0.09, 0.05, 0.03], [0.26, 0.11, -0.03]],
  "mulliken_charge": [-0.114, -0.141, -0.166, 0.037, -0.033, 0.021, -0.440, 0.830, -0.262, -0.246, -0.204, -0.706, -0.468, -0.470, -0.672, -0.463, 0.591, 0.196, -0.012, 0.699, -0.361, -0.538, -0.606, -0.725, -0.667, -0.789, -0.599, -0.626, -0.614, -1.000, -0.850, -0.568, 0.771, -0.025, -0.975, -0.490, -0.941, -0.942, -0.484, 0.356, 0.256, 0.304, 0.609, -0.996, 0.213, 0.309, 0.317, 0.391, 0.338, 0.407, 0.308, 0.428, 0.282, 0.505, 0.252, 0.370, 0.381, 0.592, 0.353, 0.051, 0.365, -0.512, 0.368, 0.421, 0.428, 0.330, 0.531, 0.336, -0.201, 0.081, 0.587, 0.364, 0.370, 0.372, 0.609, 0.298, 0.420, 0.497, 0.365]
}

---

{
  "formula": "C14H25N4O3PSW",
  "method": "ωB97M-V with the def2-TZVPD basis set",
  "total_charge": 4,
  "e_above_lowest_ev": 0.730,
  "species": ["W", "S", "P", "O", "O", "O", "N", "N", "N", "N", "C", "C", "C", "C", "C", "C", "C", "C", "C", "C", "C", "C", "C", "C", "H", "H", "H", "H", "H", "H", "H", "H", "H", "H", "H", "H", "H", "H", "H", "H", "H", "H", "H", "H", "H", "H", "H", "H", "H"],
  "positions_angstrom": [[0.08135, 0.09183, 0.12757], [0.53837, 0.32398, -2.20884], [2.02884, 0.26723, 1.72704], [-0.33334, -1.43072, 0.87287], [-3.39235, 2.02083, 0.83117], [-2.02280, -2.70163, 2.12272], [-0.75225, -1.03864, -4.13579], [0.09255, 2.39552, 0.09503], [-1.57953, -1.25525, -1.96807], [-1.51438, 0.64989, 0.98830], [-2.32248, -0.24311, 1.82020], [2.76336, -0.93883, 0.56841], [2.91612, 1.84303, 1.76857], [-1.70449, -1.84659, -4.65610], [-2.23921, 1.92327, 0.64669], [1.83231, -0.44948, 3.37397], [-0.71537, -0.76365, -2.81965], [3.21571, -0.66931, 4.01294], [-1.79243, -1.64708, 1.79373], [-2.53908, -2.06879, -2.45884], [-2.63940, -2.38971, -3.80520], [-1.30009, 2.92578, 0.03053], [4.19298, -0.63318, 0.09321], [2.35484, 2.81531, 2.81716], [1.21784, 0.23455, 3.96517], [-1.67615, -2.02320, -5.72593], [2.49455, 2.43471, 3.82825], [-1.60421, 3.09233, -1.00481], [4.51003, -1.40849, -0.60217], [1.28793, 3.03863, 2.70925], [1.29653, -1.39496, 3.25982], [2.89369, 3.76003, 2.75319], [3.84639, -1.33224, 3.41920], [4.88128, -0.64479, 0.93840], [2.68229, -1.92312, 1.04074], [3.05936, -1.14793, 4.98002], [0.62806, 2.81460, -0.66925], [2.12557, -1.03867, -0.34207], [-3.24485, -2.47151, -1.74207], [0.52613, 2.75458, 0.94733], [2.95399, 2.26202, 0.75857], [3.95480, 1.58627, 2.00835], [-2.31909, 0.07764, 2.86952], [3.74688, 0.26454, 4.19322], [-0.05611, -0.63721, -4.76384], [4.27403, 0.33032, -0.40929], [-3.41985, -3.04195, -4.17501], [-1.40440, 3.87646, 0.55693], [-3.37266, -0.27145, 1.50889]],
  "atomic_forces_ev_per_a": [[0.43, 0.16, 0.70], [-0.14, -0.01, -0.02], [0.08, -0.08, -0.08], [0.58, 0.18, -0.61], [-0.05, -0.07, 0.13], [0.09, -0.05, 0.03], [0.00, -0.02, -0.07], [0.00, -0.09, -0.11], [-0.14, -0.07, -0.09], [-0.46, -0.12, 0.17], [0.03, 0.06, -0.12], [0.13, -0.06, -0.01], [-0.10, 0.09, 0.01], [0.00, 0.01, 0.01], [0.23, 0.14, -0.12], [-0.10, 0.06, 0.02], [0.06, -0.01, -0.06], [0.07, 0.01, -0.01], [-0.65, -0.01, 0.28], [-0.01, -0.02, 0.07], [-0.01, 0.01, 0.06], [-0.13, 0.04, 0.02], [0.06, 0.05, 0.01], [0.05, 0.03, 0.04], [0.01, -0.03, 0.04], [0.03, 0.02, 0.00], [0.01, -0.01, 0.00], [0.04, -0.02, -0.02], [-0.01, 0.00, 0.00], [0.01, -0.02, -0.02], [-0.02, 0.01, -0.01], [0.00, -0.01, -0.02], [-0.02, -0.01, 0.01], [-0.01, 0.00, 0.01], [-0.04, 0.01, 0.05], [0.00, 0.00, 0.00], [-0.02, -0.05, -0.05], [-0.01, -0.05, -0.14], [-0.01, 0.00, -0.01], [0.02, -0.03, 0.01], [-0.01, 0.02, 0.00], [0.00, -0.06, 0.01], [-0.01, 0.02, 0.01], [-0.02, 0.01, 0.00], [0.00, -0.01, -0.02], [-0.01, -0.01, -0.01], [0.00, 0.00, -0.02], [0.04, 0.02, -0.01], [-0.01, -0.02, -0.06]],
  "mulliken_charge": [1.325, -0.393, 0.626, -0.560, -0.357, -0.125, -0.008, -0.609, -0.191, 0.041, -0.376, -0.315, -0.811, -0.001, 0.261, -0.427, 0.381, -1.170, 0.216, 0.069, -0.785, -0.482, -1.396, -1.269, 0.499, 0.464, 0.365, 0.342, 0.448, 0.362, 0.385, 0.434, 0.373, 0.386, 0.551, 0.424, 0.427, 0.393, 0.464, -0.047, 0.515, 0.613, 0.460, 0.374, 0.312, 0.374, 0.458, 0.471, 0.511]
}

---

| no. | gap between HOMO and LUMO (eV) |
| --- | --- |
| 1 | 7.91 |
| 2 | 9.52 |
| 3 | 7.11 |
| 4 | 7.02 |